# 1
Formula: C21H20N2O3
Source: OMol25
Level of theory: ωB97M-V/def2-TZVPD

- frontier orbital gap (eV) = 8.815
- lowest unoccupied orbital energy (eV) = 0.493
- structure (SMILES) = COc1ccccc1CC(=O)O/N=C(\N)Cc1cccc2ccccc12
- relative energy (zero: lowest compared OMol25 entry of this formula, charge and spin) (kJ/mol) = 264.23

```
! RIJCOSX wB97M-V def2-TZVPD def2/J DEFGRID3
* xyz 0 1
C -0.51330 -3.33651 1.29529
H -0.30848 -4.33172 0.88582
O -1.56751 -2.70332 0.61500
C -1.41330 -2.39386 -0.69690
C -0.30545 -2.73485 -1.46498
C -0.24409 -2.37573 -2.80201
C -1.28197 -1.67726 -3.38856
C -2.38563 -1.32720 -2.62444
C -2.47017 -1.67868 -1.28810
C -3.61016 -1.20175 -0.42740
C -3.04366 -0.00683 0.32804
O -2.69396 -0.00625 1.47321
O -2.89436 1.00720 -0.53195
N -2.13710 2.11032 -0.01429
C -0.95102 2.17775 -0.47933
N -0.42240 1.38986 -1.44136
H 0.56489 1.42282 -1.62415
H -0.94235 0.59383 -1.77535
C -0.06289 3.25858 0.07736
C 1.32646 2.73389 0.33374
C 2.39995 3.30583 -0.30082
C 3.70250 2.81765 -0.12092
C 3.92227 1.73307 0.67788
C 2.84951 1.10618 1.34631
C 3.05854 -0.02623 2.16137
C 2.01511 -0.63031 2.80449
C 0.71843 -0.11149 2.67532
C 0.48256 0.98791 1.89716
C 1.53183 1.61880 1.19323
H -0.52326 1.36684 1.82614
H -0.10495 -0.58031 3.19174
H 2.18416 -1.50115 3.42198
H 4.06518 -0.40682 2.26499
H 4.91912 1.33769 0.81069
H 4.52287 3.30202 -0.62966
H 2.24665 4.15303 -0.95500
H -0.52220 3.63705 0.99149
H -0.01608 4.07834 -0.64326
H -4.45316 -0.88989 -1.04110
H -3.90489 -1.96127 0.29393
H -3.19396 -0.76666 -3.07056
H -1.23512 -1.39978 -4.43030
H 0.62488 -2.64748 -3.38249
H 0.51796 -3.27712 -1.02819
H -0.85111 -3.43355 2.32555
H 0.39964 -2.73264 1.27039
*
```

---

# 2
Formula: C21H20N6O2
Source: OMol25
Level of theory: ωB97M-V/def2-TZVPD

- frontier orbital gap (eV) = 7.881
- lowest unoccupied orbital energy (eV) = -0.029
- structure (SMILES) = O=C(O)c1ccc(Nc2nc3c(-c4cnn(C5CCCC5)c4)cccn3n2)cc1
- relative energy (zero: lowest compared OMol25 entry of this formula, charge and spin) (kJ/mol) = 222.04

```
! RIJCOSX wB97M-V def2-TZVPD def2/J DEFGRID3
* xyz 0 1
O 8.89794 -2.61196 2.99739
N -3.21734 1.21123 0.72633
N 1.15105 0.14729 0.51777
N 2.95337 -0.66942 -0.52328
O 7.95667 -2.90670 5.00005
C 7.89920 -2.46207 3.79392
C -1.94305 1.05413 0.54040
C 0.88677 0.15256 -0.75291
C 2.47244 -0.33481 0.58193
C -0.33361 0.28577 -2.89590
C 0.83578 -0.30805 -3.54718
C -0.36299 0.55004 -1.52853
C -1.59716 0.91396 -0.85879
C 1.99125 -0.57796 -2.84969
C -2.81565 1.12491 -1.48259
C 5.59284 -1.59521 4.20034
C 6.40368 -1.63212 2.00124
C 4.38522 -1.07193 3.77292
C 5.20017 -1.17604 1.49543
C 6.64155 -1.88384 3.33878
C 4.17112 -0.87110 2.36654
N 1.94955 -0.39097 -1.42024
N 2.92716 -0.49424 1.86159
N -3.79285 1.22494 -0.52214
C -6.97328 2.18306 -2.18827
C -7.24220 0.72462 -2.05867
C -5.62457 2.52345 -1.69950
C -5.98257 0.17043 -1.31447
C -5.21753 1.41468 -0.69701
H 8.86157 -3.33486 5.04769
H -1.26320 0.99278 1.36140
H -1.11019 0.62878 -3.59810
H 0.73470 -0.37651 -4.61430
H 3.04634 -0.81563 -3.20227
H -3.01293 1.19592 -2.52732
H 5.60407 -1.79181 5.30544
H 7.14139 -1.93706 1.20419
H 3.61111 -0.69382 4.54411
H 5.10971 -0.96355 0.40865
H 2.12953 -0.44158 2.51087
H -7.14668 2.51385 -3.26086
H -7.69616 2.77889 -1.62522
H -7.37299 0.23619 -3.07428
H -8.12486 0.56032 -1.36172
H -4.83844 2.65886 -2.50124
H -5.68573 3.43301 -1.22084
H -6.37638 -0.58060 -0.55985
H -5.17988 -0.30648 -1.95124
H -5.64393 1.54869 0.25942
*
```

---

# 3
Formula: C21H20N6O4RuS3
Source: OMol25
Level of theory: ωB97M-V/def2-TZVPD

- frontier orbital gap (alpha / beta) (eV) = 7.031 / 6.754
- lowest unoccupied orbital energy (alpha / beta) (eV) = 2.696 / 2.409
- relative energy (zero: lowest compared OMol25 entry of this formula, charge and spin) (kJ/mol) = 113.80
- ⟨S²⟩ = 0.76

```
! RIJCOSX wB97M-V def2-TZVPD def2/J DEFGRID3
* xyz -1 2
Ru 1.28434 0.08154 -0.10881
C 1.09154 6.69084 -0.08288
C 0.75336 5.27790 0.31076
C 1.06070 4.79493 1.58113
C 0.83475 3.47412 1.91494
C 0.26426 2.58629 1.00001
N 0.12114 1.22892 1.24728
C -0.60210 0.82182 2.31648
C -1.60428 1.65087 2.87997
C -2.42183 1.24464 3.90878
C -2.33769 -0.03948 4.44085
C -3.28235 -0.52045 5.50942
C -1.37030 -0.87030 3.90614
C -0.49713 -0.45827 2.90475
N 0.53051 -1.38005 2.54125
C 1.00966 -2.35960 3.33311
C 1.90638 -3.10154 2.60133
C 1.93785 -2.47689 1.35609
N 1.10906 -1.43969 1.33205
C -0.10090 3.09100 -0.25001
C 0.17439 4.40752 -0.59909
N -0.81815 2.26981 -1.16325
C -1.69116 2.72485 -2.08880
C -2.19874 1.63885 -2.75099
C -1.56628 0.54116 -2.15250
N -0.74518 0.91724 -1.18602
H 0.96679 7.37507 0.75778
H 0.45663 7.03859 -0.89867
H 2.12882 6.76721 -0.41757
H 1.52266 5.45664 2.30573
H 1.12162 3.08936 2.88651
H -1.72949 2.64162 2.46464
H -3.16968 1.93350 4.28840
H -3.61830 0.30676 6.13665
H -2.80580 -1.25605 6.15995
H -4.17374 -0.98923 5.08298
H -1.29714 -1.88434 4.27885
H 0.70983 -2.43182 4.36116
H 2.48638 -3.94369 2.93236
H 2.54348 -2.70727 0.49514
H -0.04987 4.75277 -1.60091
H -1.90584 3.77466 -2.17721
H -2.91959 1.63605 -3.54902
H -1.69301 -0.50224 -2.37273
O 1.03924 -0.03915 -3.39282
S 2.26452 0.42995 -2.74894
O 1.95642 1.43762 -1.66073
O 3.29141 0.87156 -3.65203
S 2.90694 -1.05703 -1.50408
S 3.09688 1.04054 0.99136
C 2.89283 0.61403 2.60610
N 2.79379 0.34494 3.72820
O -0.06656 -1.79284 -1.38336
H 0.22520 -1.30670 -2.18655
H 0.64289 -2.44121 -1.29172
*
```

---

# 4
Formula: C21H21CaN5SeSi
Source: OMol25
Level of theory: ωB97M-V/def2-TZVPD

- frontier orbital gap (eV) = 6.757
- lowest unoccupied orbital energy (eV) = -0.653

```
! RIJCOSX wB97M-V def2-TZVPD def2/J DEFGRID3
* xyz 0 1
Ca -1.24194 0.71726 -0.18503
C -3.26566 -2.80235 1.82723
C -2.17517 -3.48240 2.36992
C -0.94689 -2.86960 2.40311
C -0.80697 -1.56476 1.91745
N -1.85481 -0.91133 1.38327
C -3.04650 -1.53760 1.34299
N 0.49897 -1.05750 1.95805
C 0.84240 0.15811 1.70628
N 0.04469 1.26102 1.46803
C 0.84334 2.27836 0.98266
N 0.48550 3.41807 0.49946
C -0.83957 3.84140 0.34325
C -1.05887 5.22097 0.42981
C -2.32179 5.72556 0.24328
C -3.37071 4.85970 -0.06317
C -3.07700 3.52475 -0.16801
N -1.85014 3.00784 0.03131
C 2.27112 1.84343 1.04267
C 3.44077 2.48255 0.68333
C 4.62500 1.76441 0.82367
C 4.62066 0.44994 1.29269
C 3.43216 -0.18593 1.63619
C 2.26907 0.54464 1.50946
H -4.24780 -3.24745 1.76487
H -2.28912 -4.49101 2.74684
H -0.06499 -3.35908 2.79006
H -3.86062 -0.98397 0.88771
H -0.21069 5.85475 0.64422
H -2.49708 6.79108 0.31991
H -4.37724 5.21212 -0.23377
H -3.85412 2.81610 -0.43346
H 3.42998 3.49625 0.30548
H 5.56627 2.22663 0.55555
H 5.55830 -0.08348 1.38293
H 3.41041 -1.21091 1.98232
C 1.34554 -2.43539 -4.15785
Si 0.21381 -2.40457 -2.68645
C -1.07712 -3.73271 -2.88887
C 1.22883 -2.78793 -1.16210
Se -0.80028 -0.41079 -2.60207
H 1.70393 -3.44949 -4.36042
H 2.21109 -1.78997 -3.99020
H 0.81772 -2.06748 -5.04046
H -0.62593 -4.69503 -3.15259
H -1.78819 -3.45777 -3.67059
H -1.63380 -3.85908 -1.95619
H 2.07514 -3.43839 -1.40626
H 0.61902 -3.29962 -0.41090
H 1.62928 -1.87934 -0.70562
*
```

---

Number 1: E_tot -31223.8485 eV. Number 2: E_tot -35135.7445 eV. Number 3: E_tot -74323.1531 eV. Number 4: E_tot -121236.0490 eV.